(1)
The following is a quantum chemistry calculation of C18H19NO4S in the gas phase, from OMol25.

Geometry as XYZ:
```
43
Properties=species:S:1:pos:R:3:mulliken_charge:R:1
C -5.0090 -1.2912 0.9699 -1.560
C -3.7286 -0.5556 0.7174 1.052
C -2.6823 -0.6343 1.6268 -1.063
C -1.4937 0.0367 1.4162 -0.726
C -1.3289 0.8090 0.2689 0.559
C -2.3711 0.8962 -0.6459 -0.825
C -3.5651 0.2241 -0.4312 0.977
C -4.6703 0.3409 -1.4357 -1.755
H -4.9323 -0.6386 -1.8354 0.330
H -4.3725 0.9843 -2.2588 0.371
H -5.5644 0.7585 -0.9739 0.335
H -2.2468 1.4993 -1.5297 0.573
N -0.0967 1.4547 0.0929 0.019
C 0.2625 2.3234 -0.8735 0.727
O -0.4432 2.7351 -1.7685 -0.669
C 1.7072 2.8198 -0.7290 -0.840
H 1.9652 3.3952 -1.6235 0.340
H 1.7976 3.4715 0.1488 0.355
O 2.6128 1.7249 -0.5995 -0.219
C 3.7372 1.9418 0.0944 0.591
O 4.0116 2.9785 0.6315 -0.612
C 4.5962 0.6924 0.1193 -0.460
C 4.1544 -0.2176 1.2791 -1.134
C 2.6819 -0.5352 1.1311 0.593
O 1.8372 0.0777 1.7604 -0.664
C 2.3151 -1.5580 0.1699 0.310
C 1.0363 -1.9238 -0.1864 -0.316
C 1.0049 -2.9307 -1.1610 -0.658
C 2.2526 -3.3301 -1.5402 -0.376
S 3.4880 -2.4866 -0.7168 -0.112
H 2.5178 -4.0778 -2.2620 0.460
H 0.0988 -3.3432 -1.5660 0.429
H 0.1591 -1.4764 0.2458 0.469
H 4.7520 -1.1297 1.2706 0.409
H 4.3008 0.3090 2.2238 0.422
H 4.4916 0.1693 -0.8313 0.356
H 5.6341 0.9890 0.2684 0.414
H 0.6015 1.1933 0.7845 0.038
H -0.6915 -0.0309 2.1365 0.511
H -2.7996 -1.2315 2.5200 0.319
H -4.9576 -1.8440 1.9046 0.361
H -5.2165 -1.9933 0.1626 0.319
H -5.8462 -0.5959 1.0248 0.350
```

The energy comes out at -1451.26166 Ha. Its structure (SMILES) is Cc1ccc(NC(=O)COC(=O)CCC(=O)c2cccs2)cc1C. The value obtained for the largest force on an atom is 0.84 eV Å⁻¹. As for the total charge: 0. The HOMO energy comes out at -8.140 eV. The relative energy (zero: lowest compared OMol25 entry of this formula, charge and spin) is 0.00 kJ/mol. As for the multiplicity: 1.


(2)
The following is a quantum chemistry calculation of C18H19NO6S in the gas phase, from OMol25.

Geometry as XYZ:
```
45
Properties=species:S:1:pos:R:3:mulliken_charge:R:1
C 0.7750 -2.3173 2.8802 -0.855
N 0.7429 -1.0375 3.5610 -0.344
S -0.7512 -0.6349 4.2046 1.370
O -1.4038 -1.7834 4.7741 -0.669
O -0.5381 0.5032 5.0486 -0.694
C -1.6453 -0.1449 2.7346 0.092
C -1.0087 0.6339 1.7940 -0.448
C -1.6866 0.9735 0.6258 0.150
C -3.0018 0.5538 0.4390 -0.282
C -3.6333 -0.2047 1.4091 -0.818
C -2.9478 -0.5700 2.5584 -0.383
H -3.3968 -1.1894 3.3187 0.507
H -4.6534 -0.5261 1.2638 0.401
H -3.5174 0.8224 -0.4700 0.493
C -0.9277 1.6914 -0.4315 0.417
O 0.1004 2.2898 -0.2469 -0.625
O -1.4933 1.5341 -1.6418 -0.341
C -0.6771 1.8858 -2.7472 -0.801
C 0.4706 0.9214 -2.9189 0.656
C 0.5722 -0.2285 -2.1713 -0.169
C 1.6674 -1.0893 -2.2838 -0.379
C 2.6628 -0.7730 -3.2025 -0.900
C 2.5673 0.3678 -3.9782 -0.883
C 1.4820 1.2296 -3.8453 0.918
O 1.3057 2.3720 -4.5513 -0.445
C 2.2999 2.7669 -5.4700 -0.965
H 1.9515 3.7090 -5.8896 0.256
H 3.2625 2.9248 -4.9752 0.376
H 2.4161 2.0341 -6.2742 0.368
H 3.3549 0.5870 -4.6816 0.395
H 3.5274 -1.4065 -3.3225 0.384
C 1.6994 -2.2652 -1.3862 1.017
O 0.8381 -2.4457 -0.5499 -0.598
C 2.8532 -3.2243 -1.5473 -1.540
H 2.8862 -3.6058 -2.5652 0.403
H 3.7908 -2.7154 -1.3346 0.380
H 2.7302 -4.0524 -0.8542 0.362
H -0.1974 -0.4976 -1.4629 0.608
H -1.3331 1.8714 -3.6211 0.449
H -0.2753 2.8977 -2.6173 0.369
H 0.0102 0.9519 1.9459 0.489
H 1.4349 -0.9515 4.2913 0.318
H 1.8066 -2.6304 2.7406 0.361
H 0.2327 -3.0807 3.4456 0.338
H 0.3136 -2.2024 1.8994 0.263
```

The energy comes out at -1601.69594 Ha. Its structure (SMILES) is CNS(=O)(=O)c1cccc(C(=O)OCc2cc(C(C)=O)ccc2OC)c1. The value obtained for the largest force on an atom is 0.98 eV Å⁻¹. As for the total charge: 0. The HOMO energy comes out at -9.002 eV. The relative energy (zero: lowest compared OMol25 entry of this formula, charge and spin) is 59.18 kJ/mol. As for the multiplicity: 1.


(3)
The following is a quantum chemistry calculation of a molecular structure, C18H20AsN2O7RuS2, from OMol25.

Geometry as XYZ:
```
51
Properties=species:S:1:pos:R:3:mulliken_charge:R:1
Ru 0.3574 0.3194 -0.2584 1.110
C -1.6787 -4.6136 -0.8334 -0.845
C -1.3872 -4.0367 -2.2090 -0.957
N 0.0142 -3.6249 -2.3737 0.078
C 0.9592 -4.6256 -2.9170 -0.611
C 1.7861 -5.2995 -1.8349 -0.989
C 0.4567 -2.4394 -2.0038 0.724
S -0.7466 -1.3308 -1.3621 0.052
N 1.7542 -2.1847 -2.2238 -0.251
C 2.4570 -1.2621 -1.6291 0.507
O 2.0124 -0.5349 -0.6424 -0.851
C 3.8524 -1.0369 -2.0176 0.541
C 4.4494 -1.8809 -2.9577 -0.256
C 5.7630 -1.6727 -3.3320 -0.728
C 6.4814 -0.6235 -2.7726 -0.381
C 5.8894 0.2176 -1.8392 -0.719
C 4.5765 0.0143 -1.4559 -0.506
H -2.7437 -4.8271 -0.7524 0.381
H -1.4119 -3.9135 -0.0428 0.244
H -1.1377 -5.5442 -0.6710 0.294
H -2.0268 -3.1807 -2.4279 0.562
H -1.5825 -4.7723 -2.9872 0.381
H 1.6016 -4.1151 -3.6322 0.359
H 0.3543 -5.3478 -3.4603 0.395
H 2.3860 -4.5698 -1.2938 0.271
H 2.4632 -6.0198 -2.2930 0.361
H 1.1598 -5.8344 -1.1235 0.299
H 3.8756 -2.6908 -3.3835 0.419
H 6.2287 -2.3245 -4.0580 0.423
H 7.5096 -0.4607 -3.0659 0.402
H 6.4530 1.0344 -1.4106 0.421
H 4.1124 0.6676 -0.7297 0.449
O 1.8248 0.9183 2.5155 -0.476
As 0.2406 0.1964 2.8591 0.454
O -0.6884 1.4311 1.7918 -0.309
O 0.1990 -0.8167 1.4623 -0.389
C -0.7905 2.7623 2.0001 0.400
C -1.1096 3.3103 3.2348 -0.670
C -1.2491 4.6852 3.3590 -0.493
C -1.0884 5.5263 2.2663 -0.708
C -0.7735 4.9877 1.0299 -0.462
C -0.6193 3.6134 0.9045 0.153
S -0.1408 2.9412 -0.6353 1.780
O 1.1728 2.2292 -0.3830 -0.598
O -0.1375 3.9302 -1.6439 -0.613
O -1.0247 1.7291 -0.8998 -0.690
H 2.2504 1.3251 3.2787 0.289
H -1.2744 2.6650 4.0883 0.432
H -1.5010 5.1022 4.3247 0.405
H -1.2101 6.5938 2.3777 0.416
H -0.6421 5.6147 0.1592 0.497
```

The energy comes out at -4460.90888 Ha. The value obtained for the largest force on an atom is 0.47 eV Å⁻¹. As for the total charge: +1. The HOMO energy (spin up / spin down) comes out at -11.927 / -11.931 eV. The relative energy (zero: lowest compared OMol25 entry of this formula, charge and spin) is 0.00 kJ/mol. As for the multiplicity: 5.


(4)
The following is a quantum chemistry calculation of C18H20ClNO2S in the gas phase, from OMol25.

Geometry as XYZ:
```
43
Properties=species:S:1:pos:R:3:mulliken_charge:R:1
C -1.2553 -1.3898 -4.4448 -0.786
H -1.6799 -0.4681 -4.0332 0.247
O 0.0661 -1.5917 -4.0075 -0.459
C 0.2933 -1.7512 -2.6735 0.704
C 1.6183 -1.9891 -2.3058 -0.521
C 1.9603 -2.1370 -0.9786 -0.542
C 0.9927 -2.0613 0.0155 0.244
C -0.3252 -1.8409 -0.3574 -0.420
C -0.6817 -1.6838 -1.6846 -0.351
H -1.7174 -1.5125 -1.9318 0.418
H -1.0904 -1.7980 0.4044 0.475
C 1.3492 -2.1632 1.4753 -1.202
N 0.8693 -0.9971 2.1901 -0.086
C -0.1480 -1.0501 3.0780 0.517
O -0.6107 -2.0851 3.5043 -0.666
C -0.6852 0.3251 3.4578 -0.483
C -1.7262 0.7055 2.4107 -0.062
H -1.3476 0.5481 1.3988 -0.281
H -2.6331 0.1175 2.5453 0.461
S -2.2736 2.4396 2.5076 -0.142
C -0.7641 3.3148 1.9258 -1.319
C -0.1886 2.6856 0.7018 0.365
C -0.9428 2.5839 -0.4633 -0.211
C -0.4176 1.9701 -1.5848 -0.494
C 0.8628 1.4426 -1.5680 -0.711
C 1.6093 1.5410 -0.4068 0.381
C 1.0954 2.1552 0.7246 -0.583
H 1.7064 2.2422 1.6117 0.440
Cl 3.2088 0.8857 -0.3552 -0.179
H 1.2763 0.9603 -2.4385 0.597
H -1.0076 1.9030 -2.4860 0.422
H -1.9455 2.9840 -0.4765 0.397
H -1.1146 4.3274 1.7266 0.501
H -0.0448 3.3425 2.7442 0.419
H 0.1264 1.0531 3.4785 0.289
H -1.1481 0.2768 4.4430 0.350
H 1.1572 -0.1046 1.8179 0.079
H 2.4329 -2.2501 1.5991 0.328
H 0.8654 -3.0277 1.9399 0.458
H 2.9914 -2.3157 -0.7109 0.382
H 2.3638 -2.0465 -3.0834 0.419
H -1.8997 -2.2344 -4.1812 0.347
H -1.1978 -1.3061 -5.5289 0.255
```

The energy comes out at -1761.54895 Ha. Its structure (SMILES) is COc1ccc(CNC(=O)CCSCc2cccc(Cl)c2)cc1. The value obtained for the largest force on an atom is 0.72 eV Å⁻¹. As for the total charge: 0. The HOMO energy comes out at -8.466 eV. The relative energy (zero: lowest compared OMol25 entry of this formula, charge and spin) is 0.00 kJ/mol. As for the multiplicity: 1.


Which value of energy does entry 2 give?
-1601.69594 Ha